Computed, not measured: C56H85IrN6O4 as an isolated structure in a non-equilibrium geometry, with ωB97M-V with the def2-TZVPD basis set.

Properties
maximum force: 3.40 eV Å⁻¹
LUMO energy (alpha / beta): -1.61 / -4.68 eV
total charge: +1
HOMO energy (alpha / beta): -9.1 / -9.1 eV
HOMO-LUMO gap (alpha / beta): 7.5 / 4.4 eV
E: -2918.43269 Ha
multiplicity: 6

Geometry (Å):
Ir: -0.31000 -0.37184 0.67599
C: 5.80425 -4.15676 0.19723
C: 4.85962 -5.35616 0.00546
C: 5.22519 -6.04460 -1.31334
C: 5.05975 -6.34545 1.16056
C: 3.44665 -4.81576 0.00083
C: 2.96533 -4.08329 1.08955
C: 1.79856 -3.35807 1.02299
C: 1.43276 -2.53349 2.22846
N: 0.05366 -2.05085 2.43258
C: -0.96149 -3.07649 2.21299
C: -2.37352 -2.48747 2.13236
N: -2.51065 -1.37373 1.17939
C: -3.42308 -0.35774 1.68658
C: -2.92724 0.28146 2.98127
N: -1.48259 0.53481 2.95202
C: -0.77335 -0.12963 4.04680
C: -0.01514 -1.47249 3.78166
C: -1.26727 1.98309 2.99097
C: 0.12336 2.53388 2.78497
C: 0.24344 3.89899 2.93187
C: 1.45674 4.56016 2.78406
C: 2.58633 3.77658 2.53577
C: 2.53165 2.40656 2.38505
C: 1.25438 1.74171 2.43168
O: 1.13826 0.48943 2.20532
C: 3.78886 1.55463 2.29710
C: 3.82503 0.72704 3.59475
C: 5.07431 2.38402 2.22051
C: 3.78360 0.61270 1.08319
C: 1.50101 6.06365 2.96639
C: 2.91403 6.62472 2.79880
C: 1.00226 6.40590 4.38063
C: 0.58993 6.72969 1.92505
C: -3.00113 -1.84999 -0.12309
C: -3.25569 -0.80725 -1.18764
C: -4.54862 -0.57428 -1.60047
C: -4.84744 0.22484 -2.70579
C: -3.77407 0.73190 -3.43711
C: -2.45521 0.51079 -3.10309
C: -2.15601 -0.19339 -1.87902
O: -0.96887 -0.25600 -1.43823
C: -1.33689 0.88657 -4.06234
C: -0.66881 -0.42326 -4.50893
C: -0.28465 1.77459 -3.39469
C: -1.84210 1.61928 -5.30971
C: -6.28020 0.36473 -3.17888
C: -6.42958 1.40888 -4.28869
C: -6.70196 -1.00282 -3.74134
C: -7.20316 0.76459 -2.01973
C: 1.07097 -3.29660 -0.21234
O: 0.19018 -2.40767 -0.40718
C: 1.38692 -4.31276 -1.19621
C: 2.58295 -4.98109 -1.08257
C: 0.47911 -4.60220 -2.37867
C: 0.57449 -6.07319 -2.81003
C: 0.91488 -3.68785 -3.53052
C: -0.98524 -4.31745 -2.03715
H: 6.83779 -4.49213 0.16677
H: 5.63018 -3.66710 1.15111
H: 5.65054 -3.42695 -0.59454
H: 6.27422 -6.33271 -1.30102
H: 5.07408 -5.36831 -2.15191
H: 4.63289 -6.94411 -1.46752
H: 6.08957 -6.69313 1.17108
H: 4.40524 -7.20647 1.04830
H: 4.85076 -5.87968 2.11889
H: 3.52999 -4.05991 2.00885
H: 2.05105 -1.62999 2.19720
H: 1.73835 -3.12473 3.10677
H: -0.94660 -3.82182 3.02574
H: -0.73469 -3.59606 1.28528
H: -2.64414 -2.13203 3.12515
H: -3.06490 -3.30120 1.87506
H: -4.42617 -0.77836 1.85233
H: -3.49574 0.41118 0.91695
H: -3.18753 -0.34671 3.84007
H: -3.48215 1.21619 3.12461
H: -1.46106 -0.30908 4.88737
H: -0.02518 0.57662 4.41056
H: -0.41611 -2.23178 4.46833
H: 1.01021 -1.28106 4.09685
H: -1.62213 2.37604 3.96352
H: -1.89936 2.42148 2.21393
H: -0.64633 4.45681 3.18914
H: 3.54293 4.26372 2.47160
H: 3.75234 1.37679 4.46501
H: 4.75093 0.16136 3.65497
H: 2.99098 0.03275 3.61177
H: 5.23108 2.96239 3.12879
H: 5.06157 3.05297 1.36162
H: 5.91996 1.70962 2.09828
H: 2.81564 0.14791 0.94287
H: 4.53742 -0.15919 1.22412
H: 4.02199 1.16321 0.17731
H: 3.57469 6.23310 3.56940
H: 2.89059 7.70831 2.88616
H: 3.31842 6.38022 1.81794
H: 1.55738 5.83452 5.12167
H: -0.05439 6.17659 4.49527
H: 1.14248 7.46575 4.58313
H: 0.97323 6.54882 0.92299
H: 0.56035 7.80438 2.08875
H: -0.42733 6.34839 1.97995
H: -3.94669 -2.39374 0.03549
H: -2.25849 -2.55432 -0.49354
H: -5.35470 -1.06173 -1.07119
H: -3.98429 1.29594 -4.32511
H: -0.20351 -0.91340 -3.65969
H: 0.09404 -0.21261 -5.25375
H: -1.40348 -1.09752 -4.94386
H: 0.17679 1.23378 -2.57851
H: -0.74384 2.69052 -3.02454
H: 0.48372 2.04546 -4.11520
H: -2.53586 1.00601 -5.87765
H: -0.99423 1.84081 -5.95241
H: -2.31837 2.56412 -5.05533
H: -5.89420 1.10609 -5.18498
H: -6.06307 2.37980 -3.96107
H: -7.47931 1.51338 -4.55224
H: -6.03270 -1.29650 -4.54773
H: -7.71388 -0.94782 -4.13418
H: -6.66823 -1.77484 -2.97664
H: -6.88837 1.71782 -1.59809
H: -7.20912 0.02057 -1.22826
H: -8.22267 0.87341 -2.38205
H: 2.86233 -5.65943 -1.86976
H: 1.51663 -6.29865 -3.30047
H: -0.21897 -6.29519 -3.52032
H: 0.45658 -6.73234 -1.95230
H: 1.92192 -3.93536 -3.85777
H: 0.90727 -2.65398 -3.19670
H: 0.23493 -3.79283 -4.37243
H: -1.26016 -4.81083 -1.10549
H: -1.63754 -4.68776 -2.82454
H: -1.13036 -3.24753 -1.94473
C: 2.40557 3.60251 -1.02906
N: 0.98639 3.51152 -0.77474
C: 0.16300 4.56245 -0.90521
C: -1.17319 4.43748 -0.70102
C: -1.65398 3.15430 -0.31900
N: -0.83075 2.14725 -0.11374
C: 0.48199 2.26370 -0.40183
O: 1.23265 1.29875 -0.37882
N: -2.97774 2.96566 -0.13709
H: 2.63503 4.49339 -1.61012
H: 2.71283 2.71467 -1.58154
H: 2.94652 3.62331 -0.07987
H: 0.60407 5.49798 -1.21419
H: -1.85462 5.26029 -0.82444
H: -3.61176 3.68745 -0.43973
H: -3.31566 2.01572 -0.15111

Atomic forces in eV per Å
Ir -0.933 1.036 0.244
C -0.167 -0.058 -0.031
C 0.287 -0.132 -0.034
C -0.136 0.115 0.197
C -0.161 0.100 -0.098
C 0.177 -0.092 -0.256
C -0.662 0.456 0.377
C 0.400 -0.058 0.391
C 0.459 0.095 0.192
N -0.106 0.376 -0.783
C -0.395 -0.263 -0.112
C 0.351 -0.198 0.185
N 0.470 0.162 -0.054
C 0.081 0.449 0.348
C -0.419 -0.300 -0.158
N 0.182 -0.267 -0.207
C 0.342 -0.131 0.306
C -0.039 0.383 0.514
C 0.061 0.523 -0.158
C 0.522 -0.793 -0.232
C 0.354 0.216 0.021
C -0.176 -0.269 -0.038
C -0.271 0.216 0.110
C -0.616 -0.645 -0.161
C 0.051 2.839 0.513
O -0.719 -2.695 -0.783
C 0.122 -0.147 0.019
C 0.060 0.046 -0.176
C -0.253 -0.138 0.100
C -0.053 0.054 0.087
C -0.003 0.236 0.025
C -0.249 -0.098 0.036
C 0.104 0.020 -0.193
C 0.130 -0.001 0.207
C -0.115 -0.185 -0.597
C 1.068 0.244 -0.133
C -0.413 0.406 -0.585
C 0.182 -0.083 0.346
C -0.270 -0.271 0.280
C 0.357 -0.274 0.744
C -2.971 0.373 -0.711
O 2.772 -0.854 1.777
C 0.169 0.071 -0.101
C -0.046 0.184 0.035
C -0.027 -0.107 -0.015
C 0.086 -0.169 0.230
C -0.171 -0.098 -0.038
C 0.017 -0.186 0.198
C -0.110 0.240 0.015
C 0.103 -0.045 -0.222
C -0.168 0.165 0.098
O 0.603 -0.205 0.003
C -0.028 -0.320 -0.488
C -0.255 0.087 -0.121
C -0.192 -0.021 -0.204
C 0.096 0.172 0.095
C 0.017 -0.015 0.157
C 0.072 0.160 -0.086
H 0.105 -0.038 0.002
H 0.033 0.094 0.123
H 0.049 0.118 -0.081
H 0.050 -0.021 0.047
H 0.022 0.007 -0.152
H -0.045 -0.101 -0.079
H 0.106 -0.036 0.002
H -0.055 -0.124 0.010
H 0.001 0.023 0.179
H 0.123 0.039 0.142
H -0.005 -0.020 0.212
H -0.025 0.121 -0.074
H 0.009 0.104 -0.113
H -0.077 -0.005 0.112
H -0.071 -0.040 -0.002
H 0.005 0.144 0.058
H 0.022 0.053 -0.108
H -0.092 -0.179 0.063
H 0.117 0.084 -0.107
H 0.106 -0.097 0.002
H 0.056 0.119 -0.198
H -0.051 -0.121 -0.016
H 0.043 -0.010 -0.156
H -0.102 -0.059 -0.026
H -0.058 -0.134 -0.185
H -0.118 -0.097 0.143
H -0.135 0.138 0.030
H 0.175 0.049 0.024
H 0.039 0.045 0.092
H 0.179 -0.116 0.037
H -0.112 -0.115 0.070
H 0.062 0.128 0.042
H 0.037 0.120 -0.062
H 0.088 -0.042 0.022
H 0.111 -0.063 -0.048
H 0.205 -0.099 -0.010
H 0.044 0.044 -0.174
H 0.158 0.002 0.019
H 0.011 0.114 0.046
H 0.114 -0.029 -0.075
H 0.050 -0.016 0.100
H -0.102 -0.028 0.040
H -0.019 0.129 0.038
H 0.030 -0.004 -0.135
H -0.021 0.166 -0.006
H -0.094 -0.029 -0.022
H 0.134 0.008 0.026
H -0.052 -0.089 0.045
H -0.122 -0.111 0.102
H -0.042 0.090 -0.181
H 0.028 -0.044 0.084
H 0.176 -0.017 -0.136
H -0.075 -0.087 -0.086
H 0.101 0.044 0.021
H -0.045 0.154 0.049
H 0.124 0.072 -0.148
H -0.144 -0.026 -0.119
H 0.115 0.021 -0.095
H -0.114 0.098 0.008
H 0.056 0.054 -0.131
H 0.053 0.135 -0.033
H -0.115 0.012 -0.031
H 0.044 -0.044 -0.081
H -0.195 -0.069 -0.075
H -0.009 -0.084 0.095
H 0.015 0.101 0.074
H -0.003 -0.074 0.116
H -0.156 0.008 -0.002
H 0.025 -0.054 -0.071
H 0.139 -0.087 -0.044
H -0.031 0.029 -0.061
H -0.021 -0.135 0.050
H 0.122 -0.035 -0.072
H -0.024 0.143 -0.065
H -0.077 0.011 -0.114
H -0.147 -0.031 0.128
H -0.002 -0.082 -0.085
H -0.182 0.001 -0.025
C 0.636 -0.157 -0.053
N -0.208 -0.387 0.117
C -0.695 0.086 0.011
C 0.178 -0.077 0.012
C 0.072 0.304 -0.088
N -0.192 -0.421 0.345
C -0.222 0.908 -0.297
O 0.313 -0.854 0.067
N 0.001 -0.039 0.140
H -0.137 0.020 0.037
H 0.027 0.117 -0.002
H -0.015 0.006 -0.111
H 0.111 0.011 0.009
H 0.025 0.175 -0.065
H 0.032 -0.131 0.001
H -0.042 0.002 -0.167